[1]
Molecular formula: C62H60N2O8
Method: DFT, ωB97M-V with the def2-TZVPD basis set

CARTESIAN COORDINATES (ANGSTROEM)
C1 -4.7401 3.4154 6.5926
C2 -4.4683 4.4308 5.4825
C3 -3.2640 5.3080 5.8250
C4 -3.5908 6.2664 6.9968
C5 -2.5834 6.2743 8.1422
C6 -2.2366 4.9028 8.7236
C7 -1.2562 5.0695 9.8771
C8 -0.4932 3.7837 10.2086
C9 0.3167 3.3647 8.9864
C10 1.5555 2.5372 9.2705
C11 2.1623 1.9166 8.0200
C12 2.5529 2.9132 6.9348
C13 1.3728 3.4502 6.0995
C14 1.4508 3.1920 4.6026
C15 0.0542 3.4365 3.9793
C16 -0.5758 2.2103 3.3118
C17 -1.8349 2.7205 2.5756
O1 -2.0203 3.7952 2.1005
N1 -2.8426 1.6813 2.6271
C18 -2.7321 1.1438 3.9827
C19 -1.2066 1.1516 4.2393
N2 -0.6893 1.0809 5.6230
C20 -1.5018 1.1277 6.5312
O2 -2.2664 1.1304 7.4447
H1 -3.8652 2.7889 6.7031
H2 -4.9733 3.9000 7.5278
H3 -5.5968 2.8093 6.3212
H4 -4.3190 3.8935 4.5524
H5 -5.3390 5.0629 5.3653
H6 -3.0661 5.9210 4.9513
H7 -2.3745 4.7174 6.0104
H8 -3.6228 7.2674 6.5826
H9 -4.5859 6.0732 7.3728
H10 -1.6566 6.7496 7.8410
H11 -3.0108 6.8577 8.9511
H12 -3.1457 4.4283 9.0783
H13 -1.8305 4.2819 7.9356
H14 -0.5118 5.7935 9.5580
H15 -1.7714 5.4723 10.7392
H16 0.1716 3.9935 11.0423
H17 -1.1999 3.0138 10.4915
H18 -0.3188 2.7620 8.3456
H19 0.5384 4.2561 8.4109
H20 2.2643 3.1203 9.8533
H21 1.2428 1.7183 9.9142
H22 3.0711 1.4054 8.3229
H23 1.4982 1.1407 7.6546
H24 3.1544 3.7031 7.3664
H25 3.2255 2.3907 6.2598
H26 1.3145 4.5197 6.2614
H27 0.4731 3.0079 6.4862
H28 1.8437 2.2130 4.3557
H29 2.1123 3.9386 4.1775
H30 0.1363 4.2372 3.2613
H31 -0.6328 3.7708 4.7487
H32 0.1735 1.7498 2.6837
H33 -2.5196 0.9427 2.0035
H34 -3.0653 0.1227 4.0514
H35 -3.3544 1.7604 4.6250
H36 -0.8735 0.2116 3.8116
O3 -2.2895 -1.6087 0.4448
C21 -2.3850 -1.9775 -0.7100
C22 -2.8570 -1.0472 -1.7717
C23 -3.1700 0.2580 -1.4287
C24 -3.5722 1.1551 -2.4024
C25 -3.6626 0.7457 -3.7292
C26 -3.3675 -0.5629 -4.0760
C27 -2.9691 -1.4658 -3.0988
C28 -2.6702 -2.8735 -3.4784
O4 -2.8129 -3.2563 -4.6217
C29 -2.1801 -3.8002 -2.4203
C30 -1.8615 -5.1067 -2.7619
C31 -1.3689 -5.9736 -1.8010
C32 -1.1955 -5.5374 -0.4916
C33 -1.5261 -4.2392 -0.1418
C34 -2.0229 -3.3668 -1.1016
H37 -3.0953 0.5755 -0.3983
H38 -3.8113 2.1746 -2.1307
H39 -3.9661 1.4493 -4.4928
H40 -3.4423 -0.8846 -5.1054
H41 -1.9941 -5.4449 -3.7798
H42 -1.1149 -6.9902 -2.0714
H43 -0.8024 -6.2133 0.2559
H44 -1.3948 -3.8995 0.8759
O5 3.2217 -7.1484 -2.6008
C35 3.5749 -6.9649 -3.7478
C36 4.8529 -7.5402 -4.2537
C37 5.6338 -8.3122 -3.4035
C38 6.8055 -8.8826 -3.8694
C39 7.2027 -8.6855 -5.1879
C40 6.4361 -7.9043 -6.0351
C41 5.2625 -7.3245 -5.5714
C42 4.4578 -6.4719 -6.4914
O6 4.8423 -6.2412 -7.6192
C43 3.1703 -5.9153 -5.9924
C44 2.3858 -5.1475 -6.8442
C45 1.1727 -4.6469 -6.4041
C46 0.7376 -4.9121 -5.1097
C47 1.5202 -5.6658 -4.2527
C48 2.7402 -6.1673 -4.6870
H45 5.3201 -8.4675 -2.3808
H46 7.4107 -9.4869 -3.2066
H47 8.1132 -9.1417 -5.5530
H48 6.7447 -7.7451 -7.0588
H49 2.7239 -4.9462 -7.8515
H50 0.5634 -4.0503 -7.0708
H51 -0.2135 -4.5247 -4.7718
H52 1.1841 -5.8681 -3.2448
O7 0.8324 -2.0493 -8.8866
C49 1.0688 -0.8616 -8.9708
C50 2.4219 -0.3310 -8.6494
C51 3.4248 -1.2140 -8.2700
C52 4.6972 -0.7402 -8.0028
C53 4.9742 0.6186 -8.1145
C54 3.9745 1.5049 -8.4770
C55 2.6945 1.0357 -8.7405
C56 1.6251 2.0038 -9.1119
O8 1.8470 3.1960 -9.1399
C57 0.2763 1.4696 -9.4529
C58 -0.7259 2.3512 -9.8354
C59 -1.9752 1.8677 -10.1840
C60 -2.2290 0.5001 -10.1524
C61 -1.2374 -0.3819 -9.7597
C62 0.0165 0.0983 -9.4043
H53 3.2086 -2.2702 -8.1884
H54 5.4779 -1.4301 -7.7113
H55 5.9725 0.9853 -7.9160
H56 4.1859 2.5618 -8.5593
H57 -0.5245 3.4129 -9.8631
H58 -2.7538 2.5558 -10.4852
H59 -3.2036 0.1239 -10.4337
H60 -1.4333 -1.4446 -9.7313

Multiplicity: 1
HOMO level: -9.766 eV
Kohn-Sham gap: 8.533 eV
E: -84629.409 eV
Structure (SMILES): CCCCCCCCCCCCCCC[C@@H]1C(=O)NC[C@@H]1N=C=O.O=C1c2ccccc2C(=O)c2ccccc21.O=C1c2ccccc2C(=O)c2ccccc21.O=C1c2ccccc2C(=O)c2ccccc21


[2]
Molecular formula: C3H5O3V
Method: DFT, ωB97M-V with the def2-TZVPD basis set

CARTESIAN COORDINATES (ANGSTROEM)
H1 -0.2393 -0.4532 2.1169
O1 -1.6583 -0.4862 -0.0393
C1 -0.7989 0.3814 0.2064
C2 1.5354 0.2361 1.1942
O2 0.2164 0.4209 -0.7245
O3 0.0252 0.2930 1.5520
C3 1.4838 0.8637 -0.1832
H2 1.8271 -0.8180 1.1721
H3 2.0742 0.8292 1.9363
H4 2.2707 0.4960 -0.8466
H5 1.4687 1.9582 -0.1452
V1 -0.7224 -1.1582 -1.6115

Net charge: +2
Multiplicity: 5
HOMO level (spin up / spin down): -18.027 / -21.685 eV
Kohn-Sham gap (spin up / spin down): 7.282 / 11.212 eV
E: -34999.126 eV


[3]
Molecular formula: C9H14O
Method: DFT, ωB97M-V with the def2-TZVPD basis set

CARTESIAN COORDINATES (ANGSTROEM)
C1 -0.0596 -3.8384 0.8882
C2 0.3322 -2.5310 0.2141
C3 -0.4865 -1.8481 -0.6831
C4 -0.1814 -0.5859 -1.1668
C5 1.0918 -0.0964 -0.8854
O1 1.4860 1.0645 -1.4847
C6 1.8829 -0.7468 0.0480
C7 1.5999 -2.0345 0.5411
H1 -0.1914 -3.5485 1.9385
H2 0.7006 -4.6173 0.8985
H3 -1.0234 -4.2573 0.6014
H4 -1.4555 -2.2696 -0.9243
H5 -0.8118 -0.0722 -1.8747
H6 2.2868 1.3596 -1.0920
H7 2.8383 -0.3035 0.3134
H8 2.2415 -2.5253 1.2493
C8 -1.2016 3.6142 -0.5830
C9 -1.3399 3.1270 0.8468
H9 -0.7045 4.5842 -0.5371
H10 -0.6607 2.8621 -1.1494
H11 -2.1976 3.8168 -0.9812
H12 -1.9059 3.7512 1.5468
H13 -1.8805 2.1797 0.9961
H14 -0.3598 2.9156 1.2794

Multiplicity: 1
Relative energy (zero: lowest compared OMol25 entry of this formula, charge and spin): 48.9 kJ/mol
HOMO level: -8.377 eV
Kohn-Sham gap: 9.251 eV
E: -11607.130 eV
Structure (SMILES): Cc1ccc(O)cc1.CC